19
Properties=species:S:1:pos:R:3:forces:R:3 method="wB97M-V/def2-TZVPD" multiplicity=2 charge=-1 e_lumo_ev="3.50 / 3.36" s2=0.750
C 0.1031 0.0879 0.0363 0.1 0.2 -0.1
N -0.4129 0.9131 -1.0478 -0.5 -0.3 -0.2
C -1.4353 0.3684 -1.9575 0.7 -0.2 0.0
C -1.9499 -1.0538 -1.6957 0.1 0.6 -0.2
C -0.7806 -0.0810 1.2606 -0.9 -0.6 0.0
H 0.4135 -0.8756 -0.3639 -0.1 -0.1 0.0
H 1.0285 0.5463 0.3544 0.4 0.1 0.2
H -0.7081 1.8123 -0.7098 0.0 0.1 0.2
H -2.2798 1.0560 -2.0214 -0.1 0.0 0.1
H -0.9912 0.3397 -2.9606 -0.1 0.0 -0.1
H -2.5846 -1.2708 -2.5522 -0.2 -0.4 0.0
H -1.1346 -1.7740 -1.6666 0.0 0.0 0.0
H -2.5360 -1.1379 -0.7852 -0.1 0.0 0.0
H -1.7989 -0.4000 0.9943 0.2 0.0 -0.1
H -0.9359 0.8388 1.8204 0.4 0.2 0.1
H -0.3927 -0.8625 1.9244 0.1 0.3 0.1
H 4.7846 0.1644 2.9002 -0.3 -0.4 -0.5
H 3.6039 -0.5598 2.0753 0.5 0.2 0.1
O 3.8203 0.0129 2.8455 -0.3 0.2 0.3